[1]
ORCA calculation (the ωB97M-V functional and the def2-TZVPD basis) on C13H12BN9O2PtSe as an isolated structure.

The LUMO energy (spin up / spin down) is -0.194 / -0.241 Eh. The relative energy (zero: lowest compared OMol25 entry of this formula, charge and spin) comes out at 2.081 eV. Its spin multiplicity is 2. For the HOMO-LUMO gap (spin up / spin down), the calculation gives 0.2391 / 0.1872 Ha. Its net charge is +1. The HOMO energy (spin up / spin down) is -11.78 / -11.64 eV.

Last column: natural (NBO) charge in e.
CARTESIAN COORDINATES (ANGSTROEM)
Pt1 1.300 0.305 -1.950  1.146
C1 -1.752 -2.635 -1.993  -0.328
C2 -0.841 -1.847 -2.696  0.021
N1 -0.251 -0.997 -1.868  -0.312
N2 -0.734 -1.228 -0.617  -0.362
C3 -1.651 -2.213 -0.688  0.034
B1 -0.447 -0.311 0.599  0.945
N3 1.170 -0.212 0.801  -0.171
C4 1.776 0.554 1.831  -0.049
C5 2.974 0.967 1.417  -0.152
C6 3.273 0.264 0.126  0.140
N4 1.949 -0.337 -0.198  -0.137
N5 -0.784 1.144 0.299  -0.383
C7 -1.752 1.975 0.752  0.009
C8 -1.687 3.142 0.029  -0.323
C9 -0.627 2.949 -0.864  -0.003
N6 -0.088 1.756 -0.690  -0.363
N7 -1.007 -0.889 1.855  -0.422
C10 -0.580 -2.019 2.484  -0.048
C11 -1.429 -2.263 3.528  -0.327
C12 -2.355 -1.201 3.477  -0.028
N8 -2.110 -0.391 2.468  -0.281
H1 -2.393 -3.405 -2.383  0.255
H2 -0.579 -1.846 -3.741  0.235
H3 -2.179 -2.527 0.197  0.249
H4 1.220 0.721 2.738  0.265
H5 3.691 1.543 1.979  0.264
H6 3.930 -0.586 0.376  0.269
H7 -2.401 1.655 1.547  0.270
H8 -2.306 4.013 0.147  0.246
H9 -0.214 3.624 -1.596  0.225
H10 0.279 -2.567 2.131  0.223
H11 -1.384 -3.076 4.231  0.245
H12 -3.191 -1.006 4.126  0.224
Se1 1.970 2.323 -6.343  0.462
C13 1.468 1.407 -4.880  0.087
N9 1.137 0.822 -3.937  -0.442
O1 2.793 1.571 -1.690  -0.446
O2 3.809 0.822 -1.004  -0.240



[2]
ORCA calculation (the ωB97M-V functional and the def2-TZVPD basis) on C13H12BiO5P as an isolated structure.

The LUMO energy (spin up / spin down) is -0.333 / -0.333 Eh. The relative energy (zero: lowest compared OMol25 entry of this formula, charge and spin) comes out at 10.200 eV. For the HOMO-LUMO gap (spin up / spin down), the calculation gives 0.1996 / 0.2055 Ha. Its net charge is +2. The HOMO energy (spin up / spin down) is -14.49 / -14.66 eV.

Last column: natural (NBO) charge in e.
CARTESIAN COORDINATES (ANGSTROEM)
O1 0.393 2.498 -4.618  -0.288
C1 0.396 1.762 -3.663  0.404
Bi1 0.402 0.265 -2.013  1.261
O2 0.394 2.937 -0.028  -0.310
C2 0.402 2.018 -0.815  0.344
C3 0.414 -1.185 -3.561  0.119
O3 0.320 -2.353 -3.169  -0.434
C4 2.393 0.294 -2.274  0.227
O4 3.576 0.227 -2.393  -0.295
C5 -1.585 0.281 -2.271  0.123
O5 -2.766 0.196 -2.386  -0.320
H1 0.507 -0.823 -4.584  0.200
C6 2.187 -0.620 0.626  -0.840
P1 0.467 -1.113 0.127  1.081
C7 -0.978 -2.153 -0.394  -0.882
C8 -0.253 -0.202 1.506  -0.455
C9 0.163 -0.467 2.843  -0.180
C10 -0.394 0.211 3.897  -0.184
C11 -1.396 1.162 3.682  -0.124
C12 -1.825 1.403 2.383  -0.215
C13 -1.267 0.725 1.321  -0.141
H2 2.895 -0.932 -0.105  0.251
H3 2.445 -1.068 1.587  0.298
H4 2.210 0.495 0.731  0.286
H5 -1.204 -2.810 0.427  0.295
H6 -1.861 -1.510 -0.580  0.294
H7 -0.774 -2.768 -1.291  0.299
H8 0.936 -1.230 3.051  0.228
H9 -0.067 0.000 4.929  0.260
H10 -1.843 1.696 4.527  0.259
H11 -2.630 2.139 2.207  0.254
H12 -1.657 0.927 0.300  0.185